Molecular formula: C14H33O5PRuS5
Method: DFT, wB97M-V/def2-TZVPD

Each line ends with the Löwdin charge.
Atoms and positions in Å:
1 Ru -0.844 0.451 -0.190  0.676
2 S -2.651 4.821 0.567  0.605
3 C -2.019 3.302 0.355  -1.876
4 S -0.653 2.712 1.195  0.556
5 S -2.673 2.184 -0.779  0.560
6 C -2.558 -0.234 3.319  -0.093
7 O -2.017 -1.367 2.648  -0.276
8 P -1.854 -1.409 1.041  0.698
9 O -1.161 -2.833 0.893  -0.284
10 C 0.063 -3.150 1.551  -0.087
11 O -3.283 -1.926 0.518  -0.280
12 C -4.326 -1.082 0.060  -0.122
13 H -2.993 -0.603 4.249  0.100
14 H -3.336 0.248 2.721  0.087
15 H -1.768 0.487 3.547  0.080
16 H 0.488 -4.000 1.016  0.100
17 H -0.127 -3.431 2.587  0.097
18 H 0.750 -2.301 1.526  0.054
19 H -4.711 -1.493 -0.877  0.087
20 H -3.987 -0.050 -0.094  0.013
21 H -5.135 -1.081 0.791  0.099
22 O 1.035 0.034 1.320  -0.670
23 S 2.170 1.016 1.249  0.926
24 C 3.658 -0.087 1.224  -0.273
25 C 4.342 0.008 2.579  -0.220
26 C 3.257 0.354 3.594  -0.230
27 C 2.488 1.507 2.984  -0.294
28 H 4.303 0.220 0.405  0.089
29 H 3.262 -1.080 1.023  0.091
30 H 5.088 0.804 2.571  0.120
31 H 4.849 -0.927 2.821  0.123
32 H 3.685 0.628 4.557  0.124
33 H 2.578 -0.490 3.736  0.118
34 H 3.083 2.417 2.933  0.104
35 H 1.538 1.717 3.466  0.093
36 C -2.878 0.232 -3.415  -0.376
37 S -1.369 -0.513 -2.739  0.792
38 C -1.922 -2.225 -2.467  -0.342
39 H -3.669 0.225 -2.671  0.016
40 H -3.167 -0.308 -4.311  0.056
41 H -2.636 1.260 -3.664  0.024
42 H -1.759 -2.792 -3.381  0.051
43 H -2.974 -2.227 -2.206  0.032
44 H -1.348 -2.656 -1.650  0.020
45 C 1.644 -1.354 -1.683  -0.078
46 C 2.002 0.040 -2.190  -0.253
47 O 1.162 0.989 -1.534  -0.367
48 C 1.335 2.338 -1.962  -0.264
49 C 0.672 2.637 -3.301  -0.050
50 H 2.539 -1.933 -1.475  0.087
51 H 1.038 -1.893 -2.404  0.056
52 H 1.070 -1.245 -0.751  0.030
53 H 1.873 0.100 -3.277  0.120
54 H 3.045 0.292 -1.953  0.123
55 H 2.405 2.573 -2.011  0.129
56 H 0.876 2.942 -1.172  0.082
57 H 1.126 2.055 -4.099  0.075
58 H 0.788 3.690 -3.539  0.090
59 H -0.393 2.411 -3.256  0.052

Calculated values
Charge   +1
Molecular weight   573.792 g mol⁻¹
2S+1   2
Energy relative to the best compared isomer or geometry (same formula, charge and spin)   223.0 kJ/mol
<S²>   0.90
LUMO (spin up / spin down)   -4.5898 / -4.1514 eV
HOMO (spin up / spin down)   -10.7 / -10.8 eV
Frontier orbital gap (spin up / spin down)   6.1 / 6.6 eV